# 1
The following is a quantum chemistry calculation of the molecule C21H25ClFNO2, from the Open Molecules 2025 dataset.

The total charge is 0. The calculated total energy is -1580.5134 Ha. The calculation puts the lowest unoccupied orbital energy at 0.718 eV. The HOMO energy is -8.48 eV.

```
51
Properties=species:S:1:pos:R:3:forces:R:3:nbo_charge:R:1
C 2.6218 4.1289 -0.1769 0.16 0.07 0.01 -0.252
O 1.3323 3.5787 -0.2992 -0.23 -0.05 -0.07 -0.490
C 0.8114 2.9018 0.7575 -0.17 -0.13 0.08 0.281
C 1.4456 2.7319 1.9847 0.07 0.15 -0.24 -0.282
C 0.8170 2.0161 2.9881 -0.30 -0.17 0.05 -0.271
C -0.4254 1.4633 2.7580 0.10 0.14 -0.12 0.421
F -1.0070 0.7458 3.7508 0.02 0.00 -0.04 -0.342
C -1.0853 1.6105 1.5420 0.05 0.05 0.30 -0.113
C -2.4032 0.9323 1.2817 -0.13 0.01 0.11 -0.239
N -2.3134 0.0271 0.1390 0.05 0.08 0.12 -0.468
C -3.5530 -0.7064 -0.0609 -0.23 -0.03 -0.29 -0.214
C -3.4891 -1.5195 -1.3515 -0.11 -0.09 0.10 -0.417
C -2.2704 -2.4413 -1.3644 0.04 0.30 -0.04 -0.392
C -0.9774 -1.6838 -1.0289 -0.06 -0.08 -0.05 -0.051
C -0.5571 -0.7164 -2.1561 0.42 -0.16 0.21 -0.067
O -1.4738 0.2973 -2.4567 -0.30 0.47 -0.19 -0.750
C 0.1612 -2.7145 -0.8149 -0.17 0.27 -0.01 -0.416
C 1.4953 -2.0832 -0.5369 0.21 -0.12 0.01 0.003
C 2.4142 -1.8818 -1.5618 0.01 -0.04 0.07 -0.172
C 3.6161 -1.2406 -1.3227 0.00 0.02 -0.02 -0.206
C 3.9253 -0.7769 -0.0558 0.00 0.02 0.08 -0.248
C 3.0210 -0.9956 0.9691 -0.04 -0.03 -0.21 -0.016
Cl 3.3837 -0.4280 2.5623 0.11 0.02 0.24 0.000
C 1.8253 -1.6557 0.7445 0.10 0.00 -0.04 -0.257
C -1.2053 -0.9054 0.2710 0.25 -0.09 -0.20 -0.253
C -0.4522 2.3462 0.5544 0.22 0.11 0.11 -0.194
H 3.3700 3.3556 0.0249 -0.02 0.02 0.01 0.177
H 2.6621 4.8900 0.6091 0.01 -0.04 -0.01 0.175
H 2.8347 4.5936 -1.1381 0.04 -0.01 0.09 0.202
H 2.4234 3.1432 2.1736 0.10 0.05 -0.02 0.224
H 1.2940 1.8714 3.9443 0.03 -0.04 0.09 0.231
H -3.1645 1.6832 1.0443 0.01 -0.07 0.09 0.214
H -2.7229 0.3964 2.1902 0.00 0.07 -0.13 0.194
H -3.7492 -1.3798 0.7940 0.03 0.08 0.02 0.163
H -4.3743 0.0129 -0.1191 0.00 -0.04 0.07 0.204
H -4.3996 -2.1150 -1.4420 -0.04 0.01 0.01 0.209
H -3.4384 -0.8414 -2.2020 -0.09 -0.05 0.04 0.232
H -2.4112 -3.2311 -0.6203 0.02 -0.08 0.03 0.196
H -2.1806 -2.9159 -2.3432 0.05 -0.10 -0.03 0.211
H -0.4089 -1.2796 -3.0835 0.10 -0.08 0.06 0.173
H 0.4066 -0.2634 -1.8729 -0.11 -0.12 -0.09 0.166
H -1.8074 0.6277 -1.6020 -0.03 -0.09 -0.04 0.492
H -0.1162 -3.3602 0.0213 -0.05 -0.08 -0.03 0.217
H 0.2333 -3.3331 -1.7114 -0.02 -0.07 0.00 0.218
H 2.1819 -2.2265 -2.5581 -0.05 -0.04 -0.12 0.206
H 4.3172 -1.0917 -2.1298 0.07 0.02 -0.07 0.217
H 4.8539 -0.2636 0.1376 0.08 0.04 0.05 0.226
H 1.1565 -1.8348 1.5718 -0.09 0.01 0.11 0.227
H -1.3896 -1.6177 1.0967 0.02 0.01 0.06 0.171
H -0.3058 -0.3337 0.5042 -0.07 -0.11 0.03 0.234
H -0.9228 2.4828 -0.4060 -0.07 0.01 -0.18 0.224
```
Forces are in eV/Å.

# 2
The following is a quantum chemistry calculation of a structure of composition C23H15ClIrN2O5STe in a non-equilibrium geometry, from the Open Molecules 2025 dataset.

The total charge is 0. As for the spin multiplicity: 2. The calculated total energy is -2601.7939 Ha. The calculation puts the lowest unoccupied orbital energy (alpha / beta) at -1.633 / -1.538 eV. The HOMO energy (alpha / beta) is -7.49 / -7.20 eV.

```
49
Properties=species:S:1:pos:R:3:forces:R:3:lowdin_spin:R:1
Ir 0.5875 -0.5128 -0.8812 2.77 0.89 -1.38 0.531
Cl -2.2396 2.1705 -7.0784 -0.10 0.21 -0.34 0.002
C -1.7302 1.2663 -5.7019 0.72 0.60 0.51 0.005
C -2.2754 -0.0019 -5.4821 0.21 -0.32 0.72 -0.003
C -1.9110 -0.7055 -4.3600 -0.25 0.09 -0.52 0.005
C -0.9731 -0.1974 -3.4342 0.56 0.63 0.10 0.000
O -0.7216 -0.8790 -2.3818 -0.74 -0.57 0.41 0.036
C -0.3483 1.0755 -3.7190 -0.49 -0.82 0.49 0.004
C 0.7482 1.5588 -2.9756 0.88 -0.62 0.70 -0.005
N 1.4208 0.8789 -2.0392 -2.15 1.21 -1.56 0.011
C 2.6823 1.2419 -1.6476 1.79 1.29 0.12 0.001
C 3.5148 2.1855 -2.2747 -1.28 -1.06 0.41 0.004
C 4.7911 2.4185 -1.7928 0.93 -0.17 0.75 -0.001
C 5.3006 1.7264 -0.7102 -0.13 0.34 -0.47 0.004
C 4.5124 0.7659 -0.0532 -0.48 -0.21 -0.16 0.000
C 4.9637 -0.0268 1.0237 -0.48 -0.39 0.14 0.003
C 4.1156 -0.9635 1.5778 0.97 0.47 -0.10 -0.001
C 2.8301 -1.1107 1.0799 -0.78 0.45 -0.87 0.004
N 2.3796 -0.3823 0.0534 -0.33 -0.47 1.22 0.001
C 3.1924 0.5374 -0.5202 0.65 0.51 -0.21 0.003
C -0.7937 1.7989 -4.8412 -0.50 -0.14 -0.55 -0.004
H -2.9901 -0.4070 -6.1795 -0.11 -0.03 -0.08 0.000
H -2.3488 -1.6651 -4.1379 -0.02 -0.13 0.01 0.000
H 1.1045 2.5491 -3.2348 0.24 0.03 -0.23 0.000
H 3.1829 2.7111 -3.1546 -0.06 0.03 -0.11 0.000
H 5.4140 3.1458 -2.2912 0.05 0.06 -0.05 0.000
H 6.3129 1.8939 -0.3747 0.08 0.06 0.03 0.000
H 5.9729 0.0972 1.3848 0.10 0.02 0.10 0.000
H 4.4353 -1.5956 2.3912 0.03 -0.01 0.08 0.000
H 2.1370 -1.8206 1.5072 -0.14 0.02 -0.05 -0.001
H -0.3646 2.7692 -5.0404 0.02 0.12 -0.11 0.000
O -1.2680 -1.3849 0.2523 -1.26 -1.23 1.09 0.491
O -0.0416 -1.8841 0.3202 -1.42 -0.49 0.38 0.400
Te -0.7293 1.2509 1.1802 0.90 -0.47 -0.63 -0.395
O -5.8378 -2.9918 4.8066 -0.30 -0.34 -0.03 0.000
C -5.4266 -1.7361 5.0539 0.23 0.26 0.02 0.000
O -6.1148 -0.9835 5.6873 0.00 -0.22 -0.09 0.000
C -4.0796 -1.3524 4.5245 0.14 0.11 -0.15 0.001
C -3.3802 -2.1055 3.5824 -0.14 0.11 0.20 -0.001
C -2.1308 -1.6999 3.1532 -0.02 -0.21 0.06 -0.001
C -1.5831 -0.5274 3.6463 0.36 -0.10 -0.17 -0.004
S 0.0155 -0.0076 3.0391 -0.28 0.37 0.07 -0.085
C -2.2762 0.2480 4.5637 -0.06 -0.05 0.00 -0.001
C -3.5211 -0.1635 4.9937 -0.21 -0.17 0.04 -0.002
H -5.1861 -3.5175 4.3225 -0.01 0.29 0.14 0.000
H -3.8038 -2.9935 3.1307 -0.01 -0.08 0.02 0.000
H -1.5938 -2.2766 2.4191 0.04 0.00 -0.09 -0.002
H -1.8525 1.1723 4.9222 0.08 0.10 0.05 0.000
H -4.0925 0.4305 5.6904 -0.03 0.01 0.09 0.000
```
Forces are in eV/Å.

# 3
The following is a quantum chemistry calculation of a cluster of 10 separate species, C18H54ClO13 in total in a non-equilibrium geometry, from the Open Molecules 2025 dataset.

The total charge is -1. The calculated total energy is -2156.2641 Ha. The calculation puts the lowest unoccupied orbital energy at 2.716 eV. The HOMO energy is -7.13 eV.

```
86
Properties=species:S:1:pos:R:3:forces:R:3:lowdin_charge:R:1
Cl -0.3694 0.4175 -0.8010 1.37 1.38 -0.52 0.708
O -0.3410 -0.8108 -1.5775 -0.79 0.07 0.44 -0.341
O -0.4827 1.5098 -1.7408 -0.27 -0.22 0.39 -0.311
O -1.4653 0.4962 0.1461 -0.15 -0.76 -0.22 -0.343
O 0.8773 0.5233 -0.0742 -0.47 -0.43 0.08 -0.319
C -1.5921 5.7917 -0.9463 -0.37 0.36 -0.14 -0.092
C -0.6393 5.2817 -1.9923 0.13 -1.04 -0.28 -0.323
O 0.2659 4.3154 -1.4718 -0.01 0.68 0.17 -0.082
H -2.1587 4.9669 -0.5107 0.07 -0.05 0.08 0.058
H -2.3256 6.4572 -1.4180 0.08 0.06 0.15 0.072
H -1.0593 6.3342 -0.1665 -0.04 -0.02 0.10 0.072
H -0.0427 6.0762 -2.4383 0.08 0.08 0.11 0.107
H -1.1996 4.8002 -2.8055 -0.11 0.23 -0.04 0.112
H -0.2603 3.5821 -1.1308 0.22 -0.25 -0.22 0.036
C -1.2552 0.0712 3.6949 0.32 0.27 -0.60 -0.084
C -0.0997 0.5136 4.5673 0.38 -0.38 0.62 -0.321
O 1.1241 -0.1343 4.2042 -0.56 0.10 0.08 -0.096
H -0.9888 0.2915 2.6553 -0.18 -0.07 0.03 0.051
H -2.1862 0.5961 3.9075 0.00 0.00 0.19 0.075
H -1.4176 -1.0064 3.7622 -0.04 0.00 0.13 0.068
H -0.2933 0.2849 5.6265 -0.15 0.09 -0.07 0.101
H 0.0805 1.5869 4.5026 -0.12 0.05 -0.11 0.089
H 0.8676 -0.9439 3.7375 0.39 0.09 -0.31 0.036
C -0.7483 -5.1977 -2.5436 -0.47 -0.57 -0.08 -0.091
C -0.6702 -4.2273 -1.3975 0.14 0.70 -0.29 -0.321
O 0.4638 -3.3743 -1.5573 0.19 -0.51 -0.25 -0.115
H 0.1136 -5.8630 -2.5852 0.20 0.19 -0.14 0.069
H -0.8755 -4.6508 -3.4773 0.23 -0.06 -0.10 0.074
H -1.6234 -5.8529 -2.4426 0.00 0.12 0.09 0.070
H -0.5769 -4.7466 -0.4388 -0.02 -0.08 0.01 0.103
H -1.5791 -3.6211 -1.3641 0.26 -0.35 -0.06 0.090
H 0.1900 -2.4573 -1.6931 -0.08 -0.14 0.18 0.020
C 2.6804 -1.9866 -4.0095 -0.16 -1.06 -0.97 -0.085
C 2.3212 -0.5887 -4.4436 0.11 0.12 -0.13 -0.332
O 2.1076 0.2230 -3.3089 -0.32 0.14 -0.42 -0.068
H 1.7672 -2.5063 -3.7102 0.14 0.03 0.42 0.058
H 3.4223 -2.0556 -3.2191 -0.02 0.30 0.11 0.060
H 3.0467 -2.5853 -4.8604 0.07 0.21 0.08 0.071
H 1.4324 -0.6433 -5.0900 -0.06 0.07 0.15 0.110
H 3.0748 -0.1096 -5.0776 0.23 -0.07 0.33 0.104
H 1.2115 0.0202 -3.0166 0.05 0.23 0.33 0.040
C 1.1265 -4.0858 2.4825 -0.29 -0.03 0.29 -0.076
C 0.6471 -3.1187 1.4379 0.35 1.08 -0.10 -0.292
O 0.9194 -1.7784 1.9072 -0.04 -0.66 0.12 -0.097
H 0.8496 -5.0964 2.1755 0.03 -0.05 0.22 0.073
H 0.6775 -3.8370 3.4489 -0.16 -0.22 -0.05 0.073
H 2.2028 -4.0433 2.6446 0.08 0.07 -0.29 0.076
H -0.4326 -3.1773 1.2545 0.07 -0.45 0.18 0.087
H 1.1437 -3.2726 0.4772 -0.05 -0.06 0.17 0.102
H 0.6844 -1.1591 1.2069 0.22 0.30 -0.10 0.038
C -5.2638 3.5829 0.3215 -0.48 -0.26 -0.36 -0.098
C -4.1435 2.5899 0.4698 0.59 0.14 0.52 -0.355
O -3.5787 2.3150 -0.7970 -0.06 0.09 0.27 -0.081
H -6.1219 3.0985 -0.1559 -0.01 0.06 0.09 0.072
H -4.9745 4.3986 -0.3404 0.15 0.13 0.18 0.069
H -5.5738 3.9613 1.2951 -0.03 0.09 -0.02 0.070
H -4.4934 1.6826 0.9843 -0.09 -0.07 -0.26 0.105
H -3.3760 2.9999 1.1472 -0.03 0.07 -0.17 0.109
H -2.7103 1.9277 -0.6205 -0.04 -0.26 -0.28 0.026
C 6.2838 -0.2356 -2.0704 0.16 -0.07 -0.02 -0.092
C 5.2830 -0.5801 -0.9808 -0.38 -0.26 -0.34 -0.329
O 4.4361 0.5402 -0.8056 0.40 0.17 0.18 -0.068
H 5.7653 0.2484 -2.8991 -0.07 0.05 0.09 0.074
H 6.7633 -1.1295 -2.4780 -0.03 -0.06 0.16 0.067
H 7.0733 0.4297 -1.7162 -0.11 0.07 0.03 0.067
H 5.7663 -0.8755 -0.0413 0.14 0.11 -0.06 0.106
H 4.6868 -1.4432 -1.3144 0.05 0.06 0.06 0.096
H 3.8243 0.3767 -0.0831 -0.17 -0.12 -0.14 0.068
C 0.6160 3.0864 1.9878 -0.83 0.27 0.63 -0.089
C 1.9600 3.7074 1.6805 0.23 -0.85 -0.60 -0.291
O 2.6505 2.9581 0.6664 -0.01 0.43 0.55 -0.080
H 0.6712 2.0121 2.1683 0.26 -0.02 -0.17 0.055
H -0.1421 3.2603 1.2233 0.22 -0.06 -0.24 0.061
H 0.1935 3.5081 2.9130 0.15 0.10 -0.10 0.072
H 2.5572 3.7136 2.5998 0.06 0.28 -0.04 0.104
H 1.8736 4.7055 1.2588 -0.09 0.13 0.21 0.107
H 2.8260 2.0998 1.0613 -0.04 -0.15 -0.20 0.057
C -3.6543 -3.0901 2.1549 0.07 -0.14 -0.27 -0.080
C -3.7898 -2.3493 0.8204 0.14 0.30 0.65 -0.289
O -2.7377 -2.7008 -0.0687 -0.59 0.15 0.49 -0.105
H -2.6286 -3.0097 2.5239 -0.03 0.03 0.01 0.056
H -3.8752 -4.1481 1.9970 0.09 -0.01 0.09 0.070
H -4.3188 -2.7167 2.9359 -0.08 0.12 -0.13 0.069
H -3.7669 -1.2658 0.9803 -0.11 -0.02 0.02 0.103
H -4.7465 -2.5995 0.3649 0.10 -0.04 -0.27 0.109
H -1.9496 -2.2687 0.2865 -0.01 0.06 -0.32 0.053
```
Forces are in eV/Å.

# 4
The following is a quantum chemistry calculation of a cluster of 2 separate species, C4H13N2O in total in a non-equilibrium geometry, from the Open Molecules 2025 dataset.

The total charge is +1. The calculated total energy is -344.6497 Ha. The calculation puts the lowest unoccupied orbital energy at -3.887 eV. The HOMO energy is -12.67 eV.

```
20
Properties=species:S:1:pos:R:3:forces:R:3:nbo_charge:R:1
O 3.0205 0.0675 2.5163 -1.67 0.00 -0.23 -0.472
C 1.8463 0.2140 2.7844 0.78 0.14 -0.24 0.424
C 0.7149 0.1453 1.7273 0.42 -0.56 -0.07 -0.340
N 1.2884 -0.5630 0.5530 2.29 -0.64 -1.53 -0.712
H 1.4915 0.3638 3.8051 0.03 0.19 0.24 0.170
H -0.0447 -0.5438 2.0828 -0.39 0.42 0.38 0.247
H 0.2734 1.1149 1.4416 0.35 -0.40 0.23 0.275
H 1.1202 -1.5865 0.6174 0.09 0.70 0.02 0.449
H 0.9590 -0.3036 -0.4091 -0.01 0.15 1.06 0.465
H 2.3799 -0.4616 0.5631 -1.92 0.03 0.21 0.474
C -1.2220 1.3596 -1.3699 -0.87 1.51 -0.32 -0.434
N -1.8667 0.1889 -1.9736 1.07 0.66 -0.18 -0.600
C -1.3271 -1.0736 -1.4899 -1.19 -1.00 -1.73 -0.439
H -1.4028 1.4283 -0.2740 -0.10 -0.30 -0.61 0.179
H -0.1298 1.4209 -1.5335 0.02 -0.09 -0.07 0.141
H -1.6658 2.3357 -1.8051 0.71 -1.65 0.63 0.243
H -1.7025 0.2371 -2.9957 -0.39 -0.05 0.89 0.368
H -0.2650 -1.2867 -1.7840 -0.35 0.21 0.32 0.136
H -1.9586 -1.8517 -2.0319 1.03 0.57 0.91 0.245
H -1.5092 -1.2058 -0.4243 0.09 0.10 0.12 0.183
```
Forces are in eV/Å.

# 5
The following is a quantum chemistry calculation of the molecule C18H14ClN3O4 in a non-equilibrium geometry, from the Open Molecules 2025 dataset.

The total charge is 0. The calculated total energy is -1619.7819 Ha. The calculation puts the lowest unoccupied orbital energy at 0.228 eV. The HOMO energy is -8.83 eV.

```
40
Properties=species:S:1:pos:R:3:forces:R:3:nbo_charge:R:1
O -3.4371 -2.6140 -1.7171 -0.01 0.04 -0.08 -0.576
C -3.4080 -1.5155 -1.2409 -0.02 -0.01 -0.36 0.793
C -3.5587 -0.2165 -2.0256 0.24 -0.02 -0.07 -0.334
N -3.1336 0.9382 -1.2777 -0.27 0.10 -0.15 -0.605
C -1.7974 1.1937 -1.1476 -0.34 0.17 -0.04 0.681
O -0.9635 0.6077 -1.8099 0.14 -0.19 -0.05 -0.628
C -1.4483 2.2490 -0.1583 0.22 0.19 0.20 -0.179
C -2.3109 3.2914 0.1703 0.04 -0.14 -0.06 -0.185
C -1.9284 4.2373 1.1041 -0.04 0.08 0.08 -0.213
C -0.6918 4.1485 1.7233 -0.02 0.04 0.00 -0.190
C 0.1757 3.1211 1.3913 0.03 -0.01 0.01 -0.224
C -0.1968 2.1819 0.4482 -0.10 -0.09 -0.11 -0.108
O -3.2444 -1.2562 0.0656 -0.05 0.20 0.36 -0.509
C -2.8535 -2.3333 0.9084 0.04 -0.51 -0.19 -0.137
C -1.4345 -2.1270 1.3025 0.04 0.00 0.61 0.425
N -0.8946 -2.2999 2.4647 -1.63 -0.28 -0.17 -0.276
N 0.4019 -1.9703 2.3476 1.47 0.44 -0.53 -0.291
C 0.5974 -1.5997 1.1150 -0.34 -0.35 0.90 0.444
C 1.8305 -1.1336 0.5262 0.32 0.21 -0.46 -0.070
C 3.0003 -1.1518 1.2872 -0.24 0.00 -0.13 -0.174
C 4.1836 -0.6974 0.7432 0.05 0.06 -0.10 -0.238
C 4.1966 -0.2216 -0.5622 -0.29 -0.09 0.10 -0.015
Cl 5.6765 0.3493 -1.2401 0.20 0.08 -0.09 0.014
C 3.0389 -0.1958 -1.3264 0.19 0.03 0.02 -0.238
C 1.8540 -0.6545 -0.7843 -0.01 -0.15 0.23 -0.186
O -0.5449 -1.6834 0.3938 0.07 0.03 -0.20 -0.399
H -4.5986 -0.1046 -2.3412 0.10 -0.06 0.03 0.234
H -2.9259 -0.3037 -2.9144 -0.21 -0.07 0.14 0.263
H -3.7496 1.2576 -0.5469 0.16 0.00 -0.02 0.402
H -3.2674 3.3869 -0.3232 -0.08 0.01 -0.04 0.212
H -2.5976 5.0486 1.3497 -0.04 0.06 0.01 0.217
H -0.4027 4.8855 2.4574 0.02 0.06 0.06 0.217
H 1.1442 3.0525 1.8633 0.08 -0.01 0.05 0.220
H 0.4757 1.3847 0.1696 0.04 -0.05 -0.03 0.218
H -3.4833 -2.3325 1.7998 0.15 0.00 -0.12 0.230
H -2.9717 -3.2783 0.3605 -0.02 0.21 0.19 0.240
H 2.9569 -1.5242 2.2980 0.05 -0.04 0.12 0.242
H 5.0941 -0.7080 1.3212 0.09 0.00 0.03 0.231
H 3.0638 0.1831 -2.3356 0.04 0.04 -0.09 0.234
H 0.9452 -0.6195 -1.3669 -0.05 0.01 -0.03 0.260
```
Forces are in eV/Å.

# 6
The following is a quantum chemistry calculation of a cluster of 2 separate species, C3H5F2NO2 in total in a non-equilibrium geometry, from the Open Molecules 2025 dataset.

The total charge is 0. The calculated total energy is -522.0889 Ha. The calculation puts the lowest unoccupied orbital energy at -0.484 eV. The HOMO energy is -10.44 eV.

```
13
Properties=species:S:1:pos:R:3:forces:R:3:nbo_charge:R:1
C 0.4622 -1.4656 -0.7539 -0.70 -2.12 1.09 -0.690
C 0.7865 -0.0346 -0.7026 -2.59 2.31 -1.45 -0.330
C -0.7330 1.2021 0.1185 4.25 -1.55 -2.79 0.752
N -0.7445 0.7544 1.5308 -1.01 -0.25 -1.10 0.461
O 0.0202 1.3254 2.2516 0.29 -0.10 0.95 -0.336
O -1.4530 -0.2108 1.7346 0.22 0.11 0.55 -0.364
F -1.8522 1.0749 -0.5468 -0.45 0.02 0.49 -0.293
F -0.2600 2.4542 0.0415 -0.61 -0.49 0.06 -0.311
H -0.5601 -1.6311 -1.2128 1.70 -0.40 -0.43 0.237
H 0.3161 -1.9229 0.2497 -0.08 0.76 -0.12 0.225
H 1.4211 -2.0766 -1.0157 -1.96 0.99 -0.70 0.245
H 1.1140 0.3911 -1.7198 -0.98 -0.20 1.69 0.216
H 1.4829 0.1396 0.0250 1.92 0.93 1.75 0.188
```
Forces are in eV/Å.

Q: Which formula does entry 6 have?
A: C3H5F2NO2

Q: total charge of number 2 (C23H15ClIrN2O5STe)?
A: 0

Q: Which of these has the lowest total charge?
A: C18H54ClO13